The following is a DFT calculation (the ωB97M-V functional and the def2-TZVPD basis) of the molecule C15H25BrFNO3SSi at a distorted geometry.

Calculated values
Calculated total energy = -4228.6228 a.u.
Lowest unoccupied orbital energy = 0.43 eV
F_max = 3.79 eV/Å
SMILES = C[C@H]([C@@H](O[Si](C)(C)C(C)(C)C)c1ccc(Br)cc1F)S(N)(=O)=O
E_HOMO = -9.16 eV
Molar mass = 426.424 g/mol

```
! wB97M-V def2-TZVPD RIJCOSX def2/J DEFGRID3
* xyz 0 1
C -2.763 -1.556 -1.663
C -1.443 -0.959 -2.143
C -0.700 -0.205 -1.012
O -0.813 -0.773 0.269
Si -0.940 0.096 1.742
C -1.737 1.787 1.508
C -2.192 -0.935 2.758
C 0.811 0.041 2.576
C 1.506 -1.204 2.071
C 1.504 1.311 2.087
C 0.712 0.002 4.107
C 0.737 0.060 -1.356
C 1.261 1.353 -1.443
C 2.621 1.516 -1.662
C 3.485 0.418 -1.736
Br 5.336 0.693 -2.037
C 2.962 -0.849 -1.589
C 1.610 -1.045 -1.339
F 1.197 -2.205 -0.843
S -1.750 0.231 -3.483
N -0.650 -0.125 -4.755
O -1.438 1.533 -2.805
O -3.129 0.111 -4.066
H -3.134 -2.235 -2.464
H -3.466 -0.754 -1.448
H -2.561 -2.176 -0.750
H -0.823 -1.753 -2.538
H -1.244 0.786 -0.933
H -1.173 2.390 0.824
H -2.724 1.736 1.075
H -1.776 2.244 2.465
H -3.067 -1.182 2.174
H -2.599 -0.406 3.618
H -1.704 -1.849 3.053
H 2.505 -1.335 2.442
H 1.540 -1.173 1.013
H 0.899 -2.099 2.247
H 2.348 1.573 2.711
H 0.820 2.171 2.058
H 1.835 1.194 1.063
H 1.696 -0.105 4.554
H 0.383 0.964 4.491
H 0.102 -0.860 4.413
H 0.650 2.228 -1.453
H 2.983 2.514 -1.774
H 3.697 -1.652 -1.494
H -1.175 -0.262 -5.587
H -0.198 0.746 -4.950
*
```

Atom charges from the natural (NBO) analysis, given in e for atoms 1 to 5:
1 C -0.614
2 C -0.460
3 C 0.077
4 O -0.899
5 Si 1.958

The following is a DFT calculation (the ωB97M-V functional and the def2-TZVPD basis) of a structure of composition C19H29BF6N6O6PPdS3.

Calculated values
Calculated total energy = -3809.4917 a.u.
Lowest unoccupied orbital energy = 2.28 eV
F_max = 0.22 eV/Å
E_HOMO = -5.23 eV
Molar mass = 795.872 g/mol

```
! wB97M-V def2-TZVPD RIJCOSX def2/J DEFGRID3
* xyz -1 1
Pd 0.310 2.212 -0.829
F 2.528 -3.220 3.409
C 1.638 -2.916 2.455
F 2.210 -3.156 1.268
F 0.594 -3.730 2.589
S 1.161 -1.137 2.593
O 2.425 -0.472 2.417
O 0.484 -1.033 3.848
N 0.290 -0.859 1.317
S -1.259 -1.114 1.159
O -1.921 0.038 0.622
O -1.893 -1.861 2.205
C -1.190 -2.277 -0.271
F -0.480 -1.765 -1.284
F -2.428 -2.522 -0.718
F -0.635 -3.442 0.071
C 5.374 1.511 -1.442
N 4.625 1.194 -2.660
C 4.496 -0.262 -2.748
N 3.902 -0.886 -1.573
C 4.668 -0.498 -0.387
N 4.806 0.952 -0.223
C 3.514 1.573 0.098
P 2.275 1.291 -1.235
C 3.309 1.841 -2.661
C 2.486 -0.526 -1.435
H 5.441 2.596 -1.341
H 6.384 1.108 -1.561
H 5.500 -0.675 -2.880
H 3.896 -0.511 -3.626
H 5.671 -0.921 -0.481
H 4.186 -0.908 0.499
H 3.642 2.652 0.226
H 3.123 1.166 1.031
H 3.437 2.926 -2.606
H 2.781 1.612 -3.586
H 1.933 -0.851 -2.318
H 2.051 -1.019 -0.566
C -2.885 1.446 -4.957
C -1.832 0.693 -4.163
C -2.290 -0.739 -3.922
O -1.685 1.333 -2.878
B -0.350 1.314 -2.507
O 0.422 0.806 -3.555
C -0.392 0.782 -4.745
C 0.024 -0.396 -5.606
C -0.131 2.092 -5.483
H -3.857 1.317 -4.478
H -2.953 1.056 -5.975
H -2.665 2.511 -5.001
H -3.182 -0.722 -3.296
H -1.529 -1.315 -3.399
H -2.529 -1.238 -4.863
H -0.006 -1.327 -5.045
H 1.043 -0.242 -5.963
H -0.631 -0.488 -6.475
H -0.420 2.946 -4.870
H -0.672 2.136 -6.429
H 0.938 2.168 -5.689
C -4.053 5.365 2.199
C -3.157 4.521 1.340
C -3.681 3.667 0.374
C -2.778 2.966 -0.404
N -1.477 3.120 -0.223
C -1.033 3.921 0.783
S 0.688 3.875 0.974
N -1.849 4.644 1.550
H -5.041 4.918 2.304
H -4.173 6.351 1.745
H -3.601 5.501 3.179
H -4.746 3.546 0.241
H -3.072 2.274 -1.181
*
```

Atom charges from the Mulliken analysis, given in e for atoms 1 to 5:
1 Pd -0.831
2 F -0.251
3 C 0.709
4 F -0.212
5 F -0.215

The following is a DFT calculation (the ωB97M-V functional and the def2-TZVPD basis) of a structure of composition C18H19NO6 at a distorted geometry.

Calculated values
Calculated total energy = -1203.0121 a.u.
Lowest unoccupied orbital energy = -0.10 eV
F_max = 14.31 eV/Å
E_HOMO = -7.57 eV
Molar mass = 345.351 g/mol

```
! wB97M-V def2-TZVPD RIJCOSX def2/J DEFGRID3
* xyz 0 1
C -7.723 -0.693 0.725
H -8.518 -1.319 0.690
O -6.599 -1.476 0.174
C -5.426 -1.189 -0.011
C -4.594 -2.343 -0.568
C -3.340 -2.019 -0.602
C -2.841 -0.782 -0.303
C -3.633 0.382 -0.161
C -5.008 0.166 0.113
O -5.768 1.081 0.623
C -5.359 2.623 0.854
H -6.255 3.113 1.066
H -4.503 2.256 1.496
H -4.882 2.939 -0.054
H -3.214 1.331 -0.021
C -1.422 -0.462 -0.600
C -0.635 0.563 -0.581
C 0.718 0.717 -0.850
O 1.545 -0.071 -1.323
O 1.208 2.065 -0.681
C 2.553 2.249 -1.223
H 2.551 3.413 -1.207
H 2.869 1.764 -1.950
C 3.503 1.987 0.197
O 4.204 2.970 0.341
N 3.702 0.652 0.316
H 3.079 -0.213 -0.219
C 4.532 0.262 1.323
C 5.323 -0.980 0.908
C 5.286 -2.333 0.742
C 6.427 -2.653 -0.033
C 7.151 -1.689 -0.337
O 6.609 -0.520 0.275
H 8.119 -1.668 -0.696
H 6.612 -3.843 -0.241
H 4.462 -2.677 1.043
H 5.103 0.951 1.563
H 3.893 -0.311 2.430
H -1.130 1.710 -0.330
H -0.901 -1.174 -0.938
H -2.568 -2.814 -0.825
H -5.184 -3.074 -0.315
H -8.033 0.084 -0.032
H -7.604 -0.425 1.655
*
```

Atom charges from the natural (NBO) analysis, given in e for atoms 1 to 5:
1 C -0.211
2 H 0.185
3 O -0.479
4 C 0.350
5 C -0.272

The following is a DFT calculation (the ωB97M-V functional and the def2-TZVPD basis) of a structure of composition C4H9N at a distorted geometry.

Calculated values
Calculated total energy = -212.3775 a.u.
Lowest unoccupied orbital energy = 1.13 eV
F_max = 3.36 eV/Å
E_HOMO = -8.29 eV
Molar mass = 71.123 g/mol

```
! wB97M-V def2-TZVPD RIJCOSX def2/J DEFGRID3
* xyz 0 1
C -1.847 0.253 -0.506
C -0.340 0.499 0.647
C -0.069 -0.964 0.910
N 0.898 -0.039 0.411
C 2.038 0.090 -0.463
H -2.740 0.189 0.144
H -1.830 1.201 -1.008
H -2.084 -0.495 -1.323
H -0.461 1.449 1.174
H -0.916 -1.142 0.161
H 0.220 -1.440 1.857
H 2.890 0.504 0.104
H 2.342 -0.885 -0.851
H 1.826 0.767 -1.296
*
```

Atom charges from the natural (NBO) analysis, given in e for atoms 1 to 5:
1 C -0.773
2 C 0.035
3 C -0.277
4 N -0.437
5 C -0.399

The following is a DFT calculation (the ωB97M-V functional and the def2-TZVPD basis) of a cluster of 2 separate species, C4H12N2 in total at a distorted geometry.

Calculated values
Calculated total energy = -269.0240 a.u.
Lowest unoccupied orbital energy = 1.01 eV
F_max = 3.63 eV/Å
SMILES = C=CN.CNC
E_HOMO = -8.01 eV
Molar mass = 88.154 g/mol

```
! wB97M-V def2-TZVPD RIJCOSX def2/J DEFGRID3
* xyz 0 1
C 0.829 -2.482 -0.571
C 0.685 -2.042 0.691
N 0.774 -0.721 1.193
H 0.907 -1.776 -1.459
H 0.592 -3.557 -0.777
H 0.460 -2.805 1.410
H 0.488 0.073 0.471
H 0.173 -0.480 2.083
C -0.235 2.582 0.228
N -1.005 1.386 -0.017
C -0.776 0.646 -1.336
H -0.095 3.051 -0.741
H -0.587 3.182 0.978
H 0.633 2.174 0.683
H -1.984 1.711 0.020
H -1.323 1.185 -2.104
H -0.936 -0.413 -1.311
H 0.267 0.777 -1.559
*
```

Atom charges from the natural (NBO) analysis, given in e for atoms 1 to 5:
1 C -0.543
2 C 0.013
3 N -0.850
4 H 0.187
5 H 0.210

The following is a DFT calculation (the ωB97M-V functional and the def2-TZVPD basis) of the ion C7H12ClN4O3 with charge +1 at a distorted geometry.

Calculated values
Calculated total energy = -1178.3946 a.u.
Lowest unoccupied orbital energy (alpha / beta) = -2.95 / -8.01 eV
F_max = 8.16 eV/Å
E_HOMO (alpha / beta) = -12.50 / -13.54 eV
Molar mass = 235.651 g/mol

```
! wB97M-V def2-TZVPD RIJCOSX def2/J DEFGRID3
* xyz 1 3
C 0.835 -1.850 -0.782
C -0.114 -2.256 -2.893
C 0.284 1.649 0.415
C -0.173 0.081 0.693
C 0.107 2.615 1.591
C 1.531 1.712 -0.437
C -1.398 -1.189 2.222
N 0.759 -0.999 0.351
N -0.127 -1.723 -1.742
N -1.218 0.357 -0.372
N -0.856 1.544 -0.512
O 1.718 -2.677 -0.862
O -1.208 -2.100 -3.609
O -0.667 0.003 1.966
Cl 1.163 -3.246 -3.491
H 0.743 2.341 2.486
H -0.900 2.629 1.910
H 0.701 3.456 1.244
H 1.837 0.828 -0.838
H 2.433 1.959 0.243
H 1.288 2.433 -1.158
H -2.246 -1.336 1.658
H -1.574 -1.098 3.228
H -0.975 -2.203 2.098
H 1.270 -1.485 1.066
H -1.173 2.315 -1.168
H -2.041 -1.756 -3.309
*
```

Atom charges from the natural (NBO) analysis, given in e for atoms 1 to 5:
1 C 0.767
2 C 0.615
3 C 0.199
4 C 0.550
5 C -0.645

What did the second record say?
The following is a DFT calculation (the ωB97M-V functional and the def2-TZVPD basis) of a structure of composition C19H29BF6N6O6PPdS3.

Calculated values
Calculated total energy = -3809.4917 a.u.
Lowest unoccupied orbital energy = 2.28 eV
F_max = 0.22 eV/Å
E_HOMO = -5.23 eV
Molar mass = 795.872 g/mol

```
! wB97M-V def2-TZVPD RIJCOSX def2/J DEFGRID3
* xyz -1 1
Pd 0.310 2.212 -0.829
F 2.528 -3.220 3.409
C 1.638 -2.916 2.455
F 2.210 -3.156 1.268
F 0.594 -3.730 2.589
S 1.161 -1.137 2.593
O 2.425 -0.472 2.417
O 0.484 -1.033 3.848
N 0.290 -0.859 1.317
S -1.259 -1.114 1.159
O -1.921 0.038 0.622
O -1.893 -1.861 2.205
C -1.190 -2.277 -0.271
F -0.480 -1.765 -1.284
F -2.428 -2.522 -0.718
F -0.635 -3.442 0.071
C 5.374 1.511 -1.442
N 4.625 1.194 -2.660
C 4.496 -0.262 -2.748
N 3.902 -0.886 -1.573
C 4.668 -0.498 -0.387
N 4.806 0.952 -0.223
C 3.514 1.573 0.098
P 2.275 1.291 -1.235
C 3.309 1.841 -2.661
C 2.486 -0.526 -1.435
H 5.441 2.596 -1.341
H 6.384 1.108 -1.561
H 5.500 -0.675 -2.880
H 3.896 -0.511 -3.626
H 5.671 -0.921 -0.481
H 4.186 -0.908 0.499
H 3.642 2.652 0.226
H 3.123 1.166 1.031
H 3.437 2.926 -2.606
H 2.781 1.612 -3.586
H 1.933 -0.851 -2.318
H 2.051 -1.019 -0.566
C -2.885 1.446 -4.957
C -1.832 0.693 -4.163
C -2.290 -0.739 -3.922
O -1.685 1.333 -2.878
B -0.350 1.314 -2.507
O 0.422 0.806 -3.555
C -0.392 0.782 -4.745
C 0.024 -0.396 -5.606
C -0.131 2.092 -5.483
H -3.857 1.317 -4.478
H -2.953 1.056 -5.975
H -2.665 2.511 -5.001
H -3.182 -0.722 -3.296
H -1.529 -1.315 -3.399
H -2.529 -1.238 -4.863
H -0.006 -1.327 -5.045
H 1.043 -0.242 -5.963
H -0.631 -0.488 -6.475
H -0.420 2.946 -4.870
H -0.672 2.136 -6.429
H 0.938 2.168 -5.689
C -4.053 5.365 2.199
C -3.157 4.521 1.340
C -3.681 3.667 0.374
C -2.778 2.966 -0.404
N -1.477 3.120 -0.223
C -1.033 3.921 0.783
S 0.688 3.875 0.974
N -1.849 4.644 1.550
H -5.041 4.918 2.304
H -4.173 6.351 1.745
H -3.601 5.501 3.179
H -4.746 3.546 0.241
H -3.072 2.274 -1.181
*
```

Atom charges from the Mulliken analysis, given in e for atoms 1 to 5:
1 Pd -0.831
2 F -0.251
3 C 0.709
4 F -0.212
5 F -0.215